Entry 1:
The following is a DFT calculation (ωB97M-V/def2-TZVPD) of a cluster of 7 separate species, C26H53NO22P in total in a non-equilibrium geometry.

Summary:
Electronic energy ... -83644.543 eV
Charge ... -1

Bonds (Å) are listed after each position.
Geometry (Å):
1 C 5.73681 -3.29643 -0.75749  C2 1.534, H15 1.085, H16 1.085, H17 1.086
2 C 5.07784 -2.48515 -1.88093  C1 1.534, O3 1.400, H18 1.094, H19 1.089
3 O 4.62433 -3.36660 -2.86949  C2 1.400, C4 1.463
4 C 3.56595 -2.76187 -3.67938  O3 1.463, C5 1.535, P12 1.817
5 C 2.21178 -2.96227 -2.98520  C4 1.535, C6 1.525, H20 1.102, H21 1.083
6 C 2.08159 -4.21288 -2.12237  C5 1.525, C7 1.533, H22 1.085, H23 1.092
7 C 0.72333 -4.36719 -1.42833  C6 1.533, C8 1.528, H24 1.088, H25 1.086
8 C -0.49418 -4.09762 -2.31068  C7 1.528, O9 1.458, H26 1.084, H27 1.083
9 O -1.30646 -3.01303 -1.77167  C8 1.458, C10 1.369
10 C -0.87375 -1.79693 -2.22866  O9 1.369, O11 1.213, H28 1.095
11 O -1.13618 -1.38974 -3.34075  C10 1.213
12 P 3.67603 -3.51437 -5.32907  C4 1.817, N13 1.764, O14 1.704
13 N 2.07284 -4.21259 -5.55876  P12 1.764, H29 1.018, H30 1.011
14 O 4.64136 -4.89908 -5.09644  P12 1.704, H31 0.962
15 H 6.75534 -2.97605 -0.56740  C1 1.085
16 H 5.14068 -3.27881 0.14947  C1 1.085
17 H 5.78588 -4.32838 -1.09387  C1 1.086
18 H 5.82565 -1.81410 -2.31398  C2 1.094
19 H 4.26891 -1.86785 -1.49348  C2 1.089
20 H 2.03846 -2.08853 -2.33646  C5 1.102
21 H 1.45347 -2.91509 -3.75703  C5 1.083
22 H 2.83868 -4.17680 -1.34567  C6 1.085
23 H 2.31361 -5.09392 -2.72404  C6 1.092
24 H 0.64577 -5.38015 -1.03797  C7 1.088
25 H 0.69033 -3.70967 -0.56467  C7 1.086
26 H -1.15206 -4.95883 -2.32043  C8 1.084
27 H -0.23517 -3.87040 -3.33707  C8 1.083
28 H -0.30926 -1.20284 -1.50196  C10 1.095
29 H 1.98146 -5.04492 -4.98021  N13 1.018
30 H 2.03556 -4.53772 -6.51564  N13 1.011
31 H 4.36286 -5.31940 -4.27767  O14 0.962
32 C 0.53246 1.94054 -2.60126  O33 1.435, H38 1.086, H39 1.088, H40 1.088
33 O 1.15301 2.85555 -1.68689  C32 1.435, C34 1.328
34 C 1.47347 2.30976 -0.51919  O33 1.328, O35 1.198, O36 1.339
35 O 1.28431 1.17403 -0.18650  C34 1.198
36 O 2.02967 3.26088 0.24103  C34 1.339, C37 1.429
37 C 2.42743 2.80518 1.53565  O36 1.429, H41 1.088, H42 1.089, H43 1.086
38 H 0.31359 2.49519 -3.50862  C32 1.086
39 H 1.20351 1.11842 -2.84032  C32 1.088
40 H -0.39697 1.55901 -2.18321  C32 1.088
41 H 3.17901 2.02359 1.45135  C37 1.088
42 H 1.56886 2.43645 2.09454  C37 1.089
43 H 2.85039 3.66389 2.04963  C37 1.086
44 C 1.64063 -4.36358 5.11588  O45 1.425, H50 1.086, H51 1.088, H52 1.089
45 O 1.22969 -4.34365 3.75184  C44 1.425, C46 1.335
46 C 0.01736 -3.82195 3.55176  O45 1.335, O47 1.203, O48 1.324
47 O -0.70944 -3.39733 4.41180  C46 1.203
48 O -0.23415 -3.85985 2.25218  C46 1.324, C49 1.434
49 C -1.50680 -3.32600 1.86370  O48 1.434, H53 1.088, H54 1.088, H55 1.087
50 H 2.63153 -4.80774 5.12657  C44 1.086
51 H 1.68890 -3.35353 5.51871  C44 1.088
52 H 0.96187 -4.96865 5.71464  C44 1.089
53 H -1.58237 -2.27591 2.13773  C49 1.088
54 H -2.31554 -3.88694 2.32716  C49 1.088
55 H -1.55610 -3.42759 0.78297  C49 1.087
56 C 2.09298 5.80800 -1.95595  O57 1.436, H62 1.087, H63 1.084, H64 1.088
57 O 2.30993 6.74358 -3.02419  C56 1.436, C58 1.327
58 C 3.18117 6.32962 -3.93609  O57 1.327, O59 1.200, O60 1.336
59 O 3.77773 5.28855 -3.92748  C58 1.200
60 O 3.28507 7.27556 -4.87431  C58 1.336, C61 1.428
61 C 4.19592 6.94740 -5.92381  O60 1.428, H65 1.088, H66 1.088, H67 1.086
62 H 1.37104 6.27054 -1.28802  C56 1.087
63 H 1.68929 4.87301 -2.32668  C56 1.084
64 H 3.01751 5.62501 -1.41275  C56 1.088
65 H 3.87567 6.04732 -6.44442  C61 1.088
66 H 5.20126 6.80812 -5.53150  C61 1.088
67 H 4.18427 7.78993 -6.60916  C61 1.086
68 C -6.55160 2.47750 0.23312  O69 1.426, H74 1.086, H75 1.088, H76 1.089
69 O -5.30302 1.79016 0.17388  C68 1.426, C70 1.337
70 C -5.27068 0.74619 -0.66006  O69 1.337, O71 1.201, O72 1.324
71 O -6.18490 0.35427 -1.33264  C70 1.201
72 O -4.07884 0.18569 -0.52568  C70 1.324, C73 1.434
73 C -3.86269 -1.02268 -1.26656  O72 1.434, H77 1.087, H78 1.088, H79 1.080
74 H -6.42462 3.27364 0.96122  C68 1.086
75 H -6.80206 2.90600 -0.73517  C68 1.088
76 H -7.34521 1.80722 0.55905  C68 1.089
77 H -3.92578 -0.84284 -2.33681  C73 1.087
78 H -4.57560 -1.78871 -0.96806  C73 1.088
79 H -2.86561 -1.35456 -1.01549  C73 1.080
80 C -3.56344 -3.22865 5.73897  O81 1.431, H86 1.086, H87 1.088, H88 1.088
81 O -4.14359 -1.94508 5.48738  C80 1.431, C82 1.332
82 C -4.12174 -1.59673 4.20206  O81 1.332, O83 1.201, O84 1.332
83 O -3.67747 -2.26084 3.30595  C82 1.201
84 O -4.66911 -0.38931 4.07617  C82 1.332, C85 1.431
85 C -4.64270 0.08304 2.72580  O84 1.431, H89 1.089, H90 1.087, H91 1.084
86 H -3.63914 -3.38953 6.81048  C80 1.086
87 H -4.11188 -4.00669 5.21189  C80 1.088
88 H -2.51850 -3.24554 5.43525  C80 1.088
89 H -5.19653 -0.59237 2.07597  C85 1.089
90 H -3.61657 0.17139 2.37714  C85 1.087
91 H -5.11041 1.06124 2.71466  C85 1.084
92 C -2.63916 5.33469 6.13683  O93 1.427, H98 1.086, H99 1.088, H100 1.088
93 O -1.94312 4.52813 5.18707  C92 1.427, C94 1.332
94 C -1.57357 5.17748 4.08436  O93 1.332, O95 1.202, O96 1.328
95 O -1.77630 6.33930 3.85209  C94 1.202
96 O -0.94571 4.31773 3.29054  C94 1.328, C97 1.430
97 C -0.48746 4.87473 2.05542  O96 1.430, H101 1.088, H102 1.088, H103 1.083
98 H -2.87524 4.68202 6.97165  C92 1.086
99 H -2.01094 6.15485 6.47881  C92 1.088
100 H -3.55904 5.72655 5.70755  C92 1.088
101 H 0.23125 5.67204 2.23566  C97 1.088
102 H -1.32291 5.25114 1.46885  C97 1.088
103 H -0.00369 4.07135 1.51308  C97 1.083

Entry 2:
The following is a DFT calculation (ωB97M-V/def2-TZVPD) of a cluster of 2 separate species, C26H53NO5S3 in total in a non-equilibrium geometry.

Summary:
Electronic energy ... -72052.895 eV

Bonds (Å) are listed after each position.
Geometry (Å):
1 C 7.86363 -3.19290 2.97903  C2 1.532, H31 1.084, H32 1.082, H33 1.086
2 C 6.51532 -2.83253 2.34801  C1 1.532, C3 1.542, H34 1.084, H35 1.085
3 C 6.68134 -2.03300 1.04045  C2 1.542, C4 1.529, H36 1.087, H37 1.086
4 C 5.44842 -1.15460 0.82714  C3 1.529, C5 1.543, H38 1.089, H39 1.088
5 C 5.29776 -0.64493 -0.62098  C4 1.543, C6 1.519, H40 1.087, H41 1.085
6 C 4.83347 0.80060 -0.65955  C5 1.519, C7 1.536, H42 1.084, H43 1.088
7 C 3.37573 0.96530 -0.20412  C6 1.536, C8 1.536, H44 1.087, H45 1.089
8 C 3.10866 2.25096 0.59285  C7 1.536, C9 1.551, H46 1.085, H47 1.085
9 C 2.00421 2.07285 1.66642  C8 1.551, C10 1.537, H48 1.084, H49 1.083
10 C 0.74151 2.90277 1.38639  C9 1.537, C11 1.537, H50 1.084, H51 1.086
11 C -0.36649 2.10672 0.67881  C10 1.537, C12 1.529, H52 1.087, H53 1.089
12 C -1.75742 2.64432 1.01554  C11 1.529, C13 1.555, H54 1.084, H55 1.084
13 C -2.87365 1.58185 0.80972  C12 1.555, C14 1.522, C25 1.495, O30 1.475
14 C -3.06344 0.87859 2.14556  C13 1.522, C15 1.536, H56 1.085, H57 1.087
15 C -3.87229 -0.42230 2.03386  C14 1.536, C16 1.508, H58 1.086, H59 1.079
16 C -4.22607 -0.99958 3.38084  C15 1.508, S17 1.851, H60 1.082, H61 1.083
17 S -4.99055 -2.68471 3.33418  C16 1.851, C18 1.802
18 C -4.70360 -3.30509 1.66684  S17 1.802, S19 1.634, N20 1.370
19 S -5.66201 -2.73646 0.47208  C18 1.634
20 N -3.72405 -4.25279 1.53269  C18 1.370, C21 1.465, C23 1.489
21 C -3.61575 -4.76796 0.16600  N20 1.465, C22 1.545, H62 1.075, H63 1.087
22 C -2.59676 -5.92322 0.04667  C21 1.545, H64 1.084, H65 1.082, H66 1.081
23 C -2.41435 -3.77787 2.05788  N20 1.489, C24 1.534, H67 1.076, H68 1.087
24 C -1.73165 -4.78195 2.99611  C23 1.534, H69 1.085, H70 1.084, H71 1.080
25 C -2.70975 0.71353 -0.39654  C13 1.495, O26 1.462, H72 1.082, H73 1.084
26 O -3.21451 1.43204 -1.56581  C25 1.462, S27 1.606
27 S -4.26158 2.52144 -1.02200  O26 1.606, O28 1.420, O29 1.403, O30 1.585
28 O -3.77401 3.77552 -1.47734  S27 1.420
29 O -5.58648 2.22004 -1.37077  S27 1.403
30 O -4.12276 2.31903 0.54416  C13 1.475, S27 1.585
31 H 8.61008 -2.43464 2.77155  C1 1.084
32 H 7.75440 -3.32772 4.04743  C1 1.082
33 H 8.22279 -4.12854 2.55949  C1 1.086
34 H 5.93652 -3.72175 2.12442  C2 1.084
35 H 5.98296 -2.18321 3.03567  C2 1.085
36 H 7.55964 -1.40085 1.13934  C3 1.087
37 H 6.76973 -2.70467 0.19169  C3 1.086
38 H 4.59567 -1.79232 1.05614  C4 1.089
39 H 5.43565 -0.34608 1.55529  C4 1.088
40 H 6.27737 -0.71272 -1.08769  C5 1.087
41 H 4.61013 -1.29985 -1.14532  C5 1.085
42 H 5.46726 1.41935 -0.03386  C6 1.084
43 H 4.91873 1.14641 -1.68748  C6 1.088
44 H 3.07956 0.09837 0.38063  C7 1.087
45 H 2.73668 0.99775 -1.08474  C7 1.089
46 H 2.83986 3.05586 -0.08289  C8 1.085
47 H 4.01960 2.51537 1.11917  C8 1.085
48 H 1.72965 1.02639 1.72873  C9 1.084
49 H 2.40034 2.42406 2.61078  C9 1.083
50 H 0.98308 3.74426 0.74716  C10 1.084
51 H 0.32521 3.29487 2.30936  C10 1.086
52 H -0.29158 1.03741 0.86192  C11 1.087
53 H -0.25299 2.22201 -0.39799  C11 1.089
54 H -2.01209 3.48759 0.38389  C12 1.084
55 H -1.79211 2.92917 2.06062  C12 1.084
56 H -3.56226 1.52283 2.86191  C14 1.085
57 H -2.07580 0.62111 2.51969  C14 1.087
58 H -4.78128 -0.21197 1.47727  C15 1.086
59 H -3.29450 -1.10694 1.43227  C15 1.079
60 H -4.98535 -0.36855 3.82264  C16 1.082
61 H -3.36334 -1.08969 4.02853  C16 1.083
62 H -4.56251 -5.13773 -0.18273  C21 1.075
63 H -3.27216 -3.96966 -0.48768  C21 1.087
64 H -3.06239 -6.73565 -0.49950  C22 1.084
65 H -1.74854 -5.62215 -0.55375  C22 1.082
66 H -2.29624 -6.32823 1.00226  C22 1.081
67 H -2.53866 -2.86913 2.62127  C23 1.076
68 H -1.79341 -3.56049 1.19204  C23 1.087
69 H -1.16469 -4.21047 3.72422  C24 1.085
70 H -1.00492 -5.36282 2.44036  C24 1.084
71 H -2.45420 -5.39083 3.51920  C24 1.080
72 H -1.70917 0.39598 -0.65926  C25 1.082
73 H -3.27997 -0.20890 -0.38734  C25 1.084
74 C -1.39270 3.38301 -3.50998  C75 1.517, H79 1.094, H80 1.088, H81 1.091
75 C -1.05575 4.64182 -4.28666  C74 1.517, O76 1.419, H82 1.091, H83 1.095
76 O -0.29535 4.41395 -5.46291  C75 1.419, C77 1.415
77 C -0.89508 3.58357 -6.43906  O76 1.415, C78 1.519, H84 1.096, H85 1.091
78 C -2.21798 4.10796 -6.97140  C77 1.519, H86 1.091, H87 1.091, H88 1.091
79 H -0.48048 2.84374 -3.23946  C74 1.094
80 H -1.94441 3.62029 -2.60328  C74 1.088
81 H -2.01625 2.70161 -4.09129  C74 1.091
82 H -0.44334 5.29701 -3.66619  C75 1.091
83 H -1.96596 5.20231 -4.52538  C75 1.095
84 H -1.01113 2.56383 -6.05369  C77 1.096
85 H -0.17547 3.52604 -7.25654  C77 1.091
86 H -2.97712 4.17163 -6.19099  C78 1.091
87 H -2.59830 3.44727 -7.75133  C78 1.091
88 H -2.09032 5.10706 -7.39063  C78 1.091